The following is a quantum chemistry calculation of a structure of composition C24H44AsN4O6S3Si2TeW in a non-equilibrium geometry, from the Open Molecules 2025 dataset.

CARTESIAN COORDINATES (ANGSTROEM)
W1 -0.16438 -1.22760 0.17042
O1 -1.92599 -0.37592 0.28924
As1 -0.16979 -0.83973 2.62299
O2 0.64118 0.02615 3.72737
O3 1.12473 -1.48182 1.39577
C1 0.01300 -2.73493 3.27569
C2 0.18744 -2.96229 4.62134
C3 0.54401 -4.22852 5.08210
C4 0.74618 -5.27674 4.20096
C5 0.60562 -5.07729 2.83511
C6 0.25090 -3.81435 2.38638
S1 -0.24815 -3.72806 0.67351
O4 0.59770 -2.98288 -0.37489
O5 -0.61825 -5.01401 0.21274
O6 -1.36931 -2.69124 0.77064
H1 -2.86372 -0.61274 0.25777
H2 0.05622 -2.12742 5.29782
H3 0.65899 -4.39427 6.14552
H4 0.99844 -6.26100 4.57182
H5 0.73013 -5.88407 2.12526
C7 6.01592 -2.71071 -0.47785
C8 4.94062 -1.74089 -0.08653
C9 5.03139 -0.98929 1.07968
C10 4.06001 -0.03360 1.29809
N1 3.04672 0.13887 0.45048
C11 2.98124 -0.70831 -0.57114
S2 1.52807 -0.57026 -1.60237
N2 3.88561 -1.61625 -0.90130
H6 6.96401 -2.18407 -0.59663
H7 5.76161 -3.20301 -1.41213
H8 6.15614 -3.45774 0.30517
H9 5.84396 -1.13734 1.77799
H10 4.07294 0.61688 2.16516
C12 2.44302 3.85137 -0.00663
Si1 0.70772 4.10495 0.64882
C13 -0.37559 4.85982 -0.66589
C14 1.06245 5.42979 1.94248
C15 -0.29338 2.85151 1.71622
Te1 0.24910 1.33043 0.29100
C16 -3.11271 2.22347 -0.15925
Si2 -4.21296 1.89221 1.29103
C17 -3.32090 1.76391 2.92820
C18 -5.41924 3.30948 1.39557
C19 -5.14593 0.29106 1.04997
H11 2.85855 4.84250 -0.20046
H12 2.48399 3.24878 -0.91699
H13 3.06439 3.34475 0.73800
H14 0.16612 5.68933 -1.13021
H15 -1.29484 5.26635 -0.23345
H16 -0.64351 4.14570 -1.45181
H17 1.39323 6.35614 1.45723
H18 1.86718 5.09911 2.60746
H19 0.19016 5.66608 2.55968
H20 -1.35598 3.07492 1.76576
H21 0.16847 2.65606 2.68240
H22 -3.24165 1.66156 -1.08135
H23 -2.54330 3.14193 -0.27629
H24 -3.08490 2.74340 3.35460
H25 -2.38746 1.20108 2.84865
H26 -3.96024 1.24280 3.64623
H27 -4.88939 4.26180 1.49187
H28 -6.07832 3.20032 2.26232
H29 -6.04395 3.36151 0.50007
H30 -4.54396 -0.58239 1.32763
H31 -5.49027 0.15309 0.02124
H32 -6.02761 0.27720 1.69511
C20 0.06809 -3.56810 -3.48100
N3 0.17461 -2.22669 -4.05450
C21 1.41873 -2.01508 -4.80467
C22 -0.56827 -1.21912 -3.59088
S3 -1.45078 -1.36092 -2.09502
N4 -0.67923 -0.08236 -4.28471
C23 -1.26239 1.13174 -3.70833
C24 -0.54621 -0.02440 -5.74569
H33 0.44256 -4.27737 -4.21669
H34 -0.96658 -3.80643 -3.25764
H35 0.65777 -3.65246 -2.57089
H36 2.23512 -2.44791 -4.22424
H37 1.62323 -0.95899 -4.92857
H38 1.38101 -2.50233 -5.77920
H39 -1.06800 1.18394 -2.64363
H40 -2.33924 1.16328 -3.87945
H41 -0.79890 1.98881 -4.19634
H42 -0.46819 -1.02021 -6.16493
H43 0.31748 0.56982 -6.04259
H44 -1.44230 0.44922 -6.14640

Calculated values
HOMO energy (spin up / spin down): -10.532 / -11.193 eV
⟨S²⟩: 2.0081
energy above the lowest of the compared OMol25 structures with the same formula, charge and spin: 116.99 kcal per mole
DFT total energy: -162057.132 eV
multiplicity: 3
net charge: +1

Mulliken atomic charge list, values in e, 6 entries: 0.45 0.55 0.78 -0.78 -0.29 -0.09

=====

The following is a quantum chemistry calculation of a cluster of 6 separate species, H12O6 in total in a non-equilibrium geometry, from the Open Molecules 2025 dataset.

CARTESIAN COORDINATES (ANGSTROEM)
O1 -1.14708 1.18579 -0.50426
H1 -0.60724 1.80052 -0.01996
H2 -0.58617 0.59905 -0.99208
O2 3.29945 -2.05160 -0.20908
H3 2.71937 -2.13554 -1.06879
H4 3.77217 -2.86929 -0.30716
O3 -4.04889 0.37441 2.29575
H5 -4.34096 -0.33607 2.84573
H6 -4.89345 0.86840 1.99019
O4 3.96629 -0.65836 1.20072
H7 3.79282 -0.83050 2.14913
H8 3.40701 0.10730 1.10349
O5 -4.42508 -1.35987 -1.49590
H9 -4.57838 -1.70069 -2.37482
H10 -3.72710 -0.81753 -1.55973
O6 2.24727 2.75229 -0.75529
H11 1.96041 2.40012 -1.64811
H12 3.18956 2.67156 -0.64984

Calculated values
HOMO energy: -10.134 eV
energy above the lowest of the compared OMol25 structures with the same formula, charge and spin: 77.42 kcal per mole
DFT total energy: -12477.756 eV
multiplicity: 1

natural (NBO) atomic charge list, values in e, 6 entries: -0.94 0.48 0.46 -0.91 0.44 0.46

=====

The following is a quantum chemistry calculation of a structure of composition C29H33CoN3O5Te, from the Open Molecules 2025 dataset.

CARTESIAN COORDINATES (ANGSTROEM)
Co1 -0.72330 -0.32913 -0.35610
C1 -2.18641 0.45211 -4.35232
O1 -0.97622 0.09302 -5.00188
C2 0.19864 -0.12624 -4.34928
C3 1.27154 -0.36532 -5.19124
C4 2.55182 -0.61929 -4.70921
C5 2.75858 -0.64245 -3.35188
C6 1.68922 -0.41598 -2.46994
C7 1.97615 -0.56159 -1.06240
N1 1.08912 -0.55322 -0.13669
N2 1.48708 -0.71204 1.18186
C8 0.42268 -0.79738 1.93900
O2 -0.78506 -0.72799 1.47310
C9 0.59142 -1.01588 3.39263
C10 -0.53190 -1.03208 4.21434
C11 -0.38896 -1.23614 5.57782
C12 0.87310 -1.42442 6.12304
C13 1.99549 -1.40937 5.30435
C14 1.85843 -1.20582 3.94192
C15 0.38282 -0.13871 -2.94541
O3 -0.64006 0.13419 -2.14946
H1 -2.90511 0.57864 -5.15863
H2 -2.08479 1.39026 -3.80565
H3 -2.53282 -0.32584 -3.67218
H4 1.07484 -0.34534 -6.25548
H5 3.36505 -0.79577 -5.39862
H6 3.74030 -0.84923 -2.94372
H7 3.00695 -0.70573 -0.74647
H8 -1.50879 -0.88225 3.77584
H9 -1.26238 -1.24773 6.21620
H10 0.98376 -1.58351 7.18763
H11 2.97863 -1.55834 5.73049
H12 2.72402 -1.19450 3.29409
C16 1.09844 2.70665 -1.08487
C17 0.34053 2.48090 0.18402
C18 0.66460 3.32908 1.36685
O4 -0.53329 1.62227 0.28659
H13 1.52214 3.70684 -1.12755
H14 0.46234 2.50644 -1.94430
H15 1.92137 1.99017 -1.12453
H16 0.70541 4.38476 1.09930
H17 1.67045 3.04477 1.69409
H18 -0.03782 3.15272 2.17633
C19 -5.05782 2.35928 -1.30914
N3 -4.46610 1.15270 -0.74339
C20 -5.32594 0.12978 -0.15302
C21 -3.17166 0.93033 -0.82316
O5 -2.65337 -0.12752 -0.41404
H19 -5.85628 2.70696 -0.65788
H20 -5.46796 2.16779 -2.30115
H21 -4.30433 3.14105 -1.37599
H22 -6.34420 0.50530 -0.12392
H23 -4.98939 -0.09872 0.85657
H24 -5.29504 -0.78465 -0.74474
H25 -2.56601 1.71990 -1.27282
C22 0.26842 -3.53626 -2.15670
Te1 -1.19248 -2.74848 -0.82088
C23 -0.08627 -3.78693 0.67330
C24 0.62591 -4.88435 -0.07809
C25 1.13411 -5.99557 0.58569
C26 1.79773 -6.98553 -0.12047
C27 1.95360 -6.87274 -1.49578
C28 1.44825 -5.76858 -2.16261
C29 0.78585 -4.76965 -1.45764
H26 1.04622 -2.79455 -2.30914
H27 -0.19971 -3.74729 -3.11580
H28 -0.77468 -4.16482 1.42546
H29 0.59930 -3.08274 1.14323
H30 1.00507 -6.08695 1.65724
H31 2.18478 -7.85093 0.40033
H32 2.46212 -7.65025 -2.04976
H33 1.56533 -5.68132 -3.23595

Calculated values
HOMO energy (spin up / spin down): -10.276 / -10.276 eV
DFT total energy: -90231.609 eV
multiplicity: 1
net charge: +1

Mulliken atomic charge list, values in e, 6 entries: -0.74 -0.50 -0.52 0.07 -0.60 -0.97

=====

The following is a quantum chemistry calculation of the molecule C3H6N3P in a non-equilibrium geometry, from the Open Molecules 2025 dataset.

CARTESIAN COORDINATES (ANGSTROEM)
N1 -0.06767 1.78696 0.01454
C1 0.47753 0.48121 0.13709
C2 1.77787 0.02966 0.02479
N2 1.77247 -1.30164 -0.02089
C3 0.55814 -1.72443 0.11013
N3 -0.33609 -0.58942 0.23686
P1 -2.35360 0.04195 0.04862
H1 0.75455 2.40262 0.02397
H2 -0.73760 1.93662 0.77454
H3 2.58645 0.75923 0.16816
H4 0.22442 -2.67917 -0.13359
H5 -2.72374 -1.20311 -0.15301
H6 -1.93274 0.05952 -1.23123

Calculated values
HOMO energy: -7.633 eV
energy above the lowest of the compared OMol25 structures with the same formula, charge and spin: 56.36 kcal per mole
DFT total energy: -16964.914 eV
multiplicity: 1

natural (NBO) atomic charge list, values in e, 6 entries: -0.83 0.25 -0.18 -0.43 0.12 -0.55

=====

The following is a quantum chemistry calculation of a cluster of 5 separate species, BrH8O4 in total in a non-equilibrium geometry, from the Open Molecules 2025 dataset.

CARTESIAN COORDINATES (ANGSTROEM)
Br1 -0.33798 0.71722 -1.01139
O1 -2.78194 -1.27168 -1.61900
H1 -1.89728 -0.96293 -1.51356
H2 -2.78229 -1.58694 -2.52942
O2 -0.70966 3.09420 1.69389
H3 -0.50388 2.62527 0.86590
H4 -0.02040 2.77386 2.25238
O3 1.55954 -2.23296 -0.93255
H5 2.02420 -1.97524 -0.15910
H6 1.54367 -1.43975 -1.44690
O4 1.39273 0.31339 1.78213
H7 1.63255 -0.60405 1.62488
H8 0.88074 0.54961 0.99275

Calculated values
HOMO energy: -4.982 eV
energy above the lowest of the compared OMol25 structures with the same formula, charge and spin: 9.02 kcal per mole
DFT total energy: -78365.586 eV
multiplicity: 1
net charge: -1

natural (NBO) atomic charge list, values in e, 6 entries: -0.93 -0.96 0.49 0.44 -0.96 0.49

=====

The following is a quantum chemistry calculation of a cluster of 3 separate species, C4H11NO3 in total in a non-equilibrium geometry, from the Open Molecules 2025 dataset.

CARTESIAN COORDINATES (ANGSTROEM)
C1 0.76314 1.01713 -1.53277
C2 0.81621 1.00626 -0.20516
O1 2.01946 1.23306 0.43667
H1 1.64416 1.13912 -2.14788
H2 -0.17278 0.85287 -2.03735
H3 -0.22562 0.87184 0.46439
H4 1.84808 1.38261 1.37232
N1 1.74288 -1.99116 -0.47147
C3 0.82850 -1.58372 0.41995
O2 -0.38654 -1.84301 0.31223
H5 2.68755 -1.65727 -0.38226
H6 1.42035 -2.18378 -1.40847
H7 1.24896 -1.23838 1.37091
C4 -2.66322 0.75742 0.59045
O3 -1.47551 0.26534 1.17802
H8 -3.52513 0.15706 0.89563
H9 -2.59815 0.75321 -0.50419
H10 -2.80887 1.78926 0.91784
H11 -1.16349 -0.72789 0.73114

Calculated values
HOMO energy: -8.753 eV
energy above the lowest of the compared OMol25 structures with the same formula, charge and spin: 73.37 kcal per mole
DFT total energy: -11956.928 eV
multiplicity: 1

natural (NBO) atomic charge list, values in e, 6 entries: -0.54 0.04 -0.72 0.19 0.20 0.28

=====

The following is a quantum chemistry calculation of the molecule C3H10N4O2, from the Open Molecules 2025 dataset.

CARTESIAN COORDINATES (ANGSTROEM)
H1 2.78667 0.91218 -0.38568
N1 2.67782 0.23772 0.36376
C1 1.59894 -0.41102 0.30806
N2 1.28146 -1.30168 1.32110
N3 0.64318 -0.33476 -0.72387
N4 0.96638 0.62450 -1.71392
C2 -0.76694 -0.41695 -0.39712
O1 -1.49187 -0.92882 -1.46087
O2 -1.24101 0.86574 -0.05862
C3 -1.90284 0.95956 1.18286
H2 0.90035 -2.18213 1.00568
H3 2.07761 -1.42261 1.93266
H4 0.46310 1.49621 -1.53867
H5 0.70332 0.25305 -2.62209
H6 -0.89275 -1.11960 0.43133
H7 -1.58333 -0.24151 -2.13434
H8 -1.25366 0.62908 1.99823
H9 -2.14326 2.01274 1.31133
H10 -2.82315 0.36830 1.18017

Calculated values
HOMO energy: -9.028 eV
energy above the lowest of the compared OMol25 structures with the same formula, charge and spin: 47.77 kcal per mole
DFT total energy: -13327.616 eV
multiplicity: 1

natural (NBO) atomic charge list, values in e, 6 entries: 0.36 -0.75 0.56 -0.84 -0.34 -0.66

=====

The following is a quantum chemistry calculation of a structure of composition C5H5O3 in a non-equilibrium geometry, from the Open Molecules 2025 dataset.

CARTESIAN COORDINATES (ANGSTROEM)
C1 0.34504 1.29883 0.36852
C2 1.32582 0.53925 0.90365
C3 -1.92277 -0.10609 -0.07743
C4 -0.35519 0.24777 -0.44709
C5 0.79994 -0.67085 0.15523
O1 -2.76060 0.17719 -0.91725
O2 -2.06967 -0.71557 0.95204
O3 1.57246 -1.39511 -0.80372
H1 0.02296 2.29610 0.59348
H2 2.04754 0.73203 1.74613
H3 -0.24714 0.40127 -1.62066
H4 0.31510 -1.39389 0.69133
H5 0.92651 -1.41092 -1.54423

Calculated values
HOMO energy: -4.170 eV
energy above the lowest of the compared OMol25 structures with the same formula, charge and spin: 40.04 kcal per mole
DFT total energy: -11407.721 eV
multiplicity: 1
net charge: -1

natural (NBO) atomic charge list, values in e, 6 entries: -0.13 -0.26 0.78 -0.39 0.07 -0.77